C5H37N2O11 | ωB97M-V/def2-TZVPD

* relative energy (zero: lowest compared OMol25 entry of this formula, charge and spin): 224.1 kJ/mol
* gap between HOMO and LUMO: 10.0791 eV
* max |F|: 2.4 eV/Å
* net charge: +1
* calculated total energy: -31283.5711 eV
* LUMO: -2.22 eV
* spin multiplicity: 1

XYZ file:
```
55
Properties=species:S:1:pos:R:3:forces:R:3
C -1.064060 1.074916 3.239401 -0.70 -0.22 0.73
C -0.205493 0.828212 2.009186 -2.23 -0.66 0.41
C -1.041571 0.110198 0.933144 1.36 0.82 0.21
C -0.553804 0.318628 -0.489123 -0.94 -0.55 -0.32
C -0.940230 1.662619 -1.150373 0.49 -2.19 -0.05
N -1.030712 1.295784 -2.595752 -0.24 1.33 0.47
N 0.927664 -0.058347 2.368331 0.86 -0.22 0.09
H -1.994714 1.589720 2.991328 0.63 1.14 -0.24
H -1.619905 0.252674 3.709919 1.05 -0.90 -0.26
H -0.458675 1.537573 4.020358 -0.44 0.37 0.07
H 0.108682 1.817202 1.687633 0.72 -0.19 -0.22
H -1.016806 -0.932633 1.176788 -0.06 -0.09 -0.06
H -2.094707 0.385841 0.988887 0.07 0.23 0.08
H 0.457506 -0.024123 -0.745246 0.28 0.47 0.62
H -1.119034 -0.449226 -1.026311 -0.06 0.23 -0.19
H -0.258034 2.477292 -0.910104 0.20 0.06 -0.15
H -1.917352 1.973505 -0.803177 -0.12 -0.16 0.07
H -0.154366 1.554867 -3.038928 -0.08 -0.19 -0.24
H -1.730970 1.930702 -2.968463 0.14 -0.09 -0.38
H 0.660009 -0.864874 2.945934 -0.54 0.07 -0.18
H 1.365233 -0.513879 1.549576 0.16 0.27 -0.06
H 1.671451 0.438349 2.883102 -0.08 0.35 -0.10
H 2.875917 0.401013 -2.430107 0.27 -0.33 0.03
H 4.388004 0.360810 -2.618231 0.14 0.02 0.06
O 3.713542 0.271194 -1.939047 -0.22 0.34 0.18
H -2.995694 -0.086191 -1.907447 -0.11 -0.03 -0.18
H -4.317967 -0.892166 -2.111820 -0.01 0.23 -0.13
O -3.507312 -0.847760 -1.596852 0.12 -0.20 0.10
H -2.461961 4.355819 -1.302386 -0.35 -0.08 0.03
H -1.551690 4.154330 -2.461531 -0.08 -0.10 -0.25
O -2.339930 3.769538 -2.058582 0.07 0.94 -0.01
H -0.785208 -2.518666 1.674881 -0.04 -0.12 0.03
H 0.156774 -3.606882 2.066554 0.15 0.03 -0.01
O -0.119449 -2.728432 2.340841 -0.12 0.24 0.62
H 2.026085 2.636590 3.927574 -0.04 -0.36 0.44
H 2.991654 2.359411 2.860025 0.21 -0.50 -0.23
O 2.578572 1.905175 3.613035 -0.20 0.86 -0.29
H 1.044860 -4.441468 -0.143767 -0.10 -0.18 0.32
H 0.001370 -3.608872 -0.794132 -0.59 0.32 0.18
O 0.231313 -3.968387 0.077806 0.66 -0.37 -1.05
H 2.912632 -2.099369 0.358342 0.19 0.04 -0.14
H 3.479883 -0.639166 0.263460 0.11 -0.19 -0.41
O 2.747843 -1.179483 0.574208 -0.37 0.15 0.37
H -3.418744 -1.940845 0.347457 -0.08 -0.17 -0.17
H -2.789402 -3.171715 1.119059 -0.44 0.13 -0.21
O -2.643672 -2.270344 0.810039 0.34 -0.38 0.36
H 1.946889 -0.369019 -4.468297 -0.23 -0.27 -0.01
H 0.876071 -0.481803 -3.313157 0.00 -0.16 -0.37
O 1.580910 0.060226 -3.691332 -0.03 0.44 0.33
H 2.983647 2.135750 -0.141707 -0.52 0.16 0.03
H 4.207941 2.148935 0.624203 0.05 0.32 0.48
O 3.286867 2.435720 0.726774 0.56 -0.57 -0.53
H -2.100249 -2.214648 -2.259520 0.35 0.45 0.35
H -1.701434 -3.588484 -2.578879 0.48 -0.15 -0.08
O -1.288172 -2.745814 -2.343572 -0.66 -0.37 -0.17
```
Positions in Å, forces in eV/Å.